{
  "formula": "C11H17N2",
  "method": "ωB97M-V/def2-TZVPD",
  "elements": ["C", "C", "C", "C", "C", "C", "C", "C", "C", "C", "C", "N", "N", "H", "H", "H", "H", "H", "H", "H", "H", "H", "H", "H", "H", "H", "H", "H", "H", "H"],
  "positions_angstrom": [[-0.9336, 3.4714, -0.3905], [-0.0513, 3.0981, 0.6285], [-1.5336, 2.5314, -1.2007], [0.1153, 1.7809, 0.9043], [-1.4687, 1.1840, -0.8589], [-0.5130, 0.7239, 0.1710], [1.9135, -1.2462, -0.0521], [-0.9390, -1.8465, -1.6327], [-0.3024, -0.9397, 2.0494], [-1.2705, -1.6087, -0.2108], [-0.5293, -0.5803, 0.5727], [2.7522, -1.5285, 0.8802], [2.4312, -0.6084, -1.1145], [-1.0957, 4.4626, -0.5429], [0.1803, 3.7703, 1.3827], [-2.0381, 2.8728, -2.1085], [0.8477, 1.5552, 1.7820], [-2.2190, 0.4104, -1.3078], [-0.9049, -0.9359, -2.1830], [0.0572, -2.4110, -1.7317], [-1.7977, -2.4931, -1.9788], [-0.6888, -0.0101, 2.6413], [0.7718, -0.9435, 2.2363], [-0.9974, -1.7751, 2.3234], [-1.2987, -2.5898, 0.3652], [-2.2853, -1.4574, 0.0217], [2.7434, -2.4409, 1.5253], [3.7967, -1.1628, 0.8679], [1.7925, -0.5788, -1.8850], [3.4652, -0.7043, -1.1541]],
  "charge": 1,
  "e_tot_ev": -14652.777,
  "homo_ev": -12.18,
  "e_lumo_ev": -4.901
}



{
  "formula": "C4H12N2S",
  "method": "ωB97M-V/def2-TZVPD",
  "elements": ["C", "N", "C", "C", "N", "C", "S", "H", "H", "H", "H", "H", "H", "H", "H", "H", "H", "H", "H"],
  "positions_angstrom": [[0.1771, -2.0227, 1.9049], [-0.3319, -1.5613, 0.6505], [0.6432, -0.5131, 0.0151], [-0.3307, 0.7039, -0.3183], [-1.4346, 0.2300, -1.1851], [0.4515, 1.7824, -1.0496], [0.2827, 3.4259, -0.4119], [-0.0632, -1.1417, 2.5604], [-0.2395, -3.0237, 2.2402], [1.3244, -2.2422, 1.9160], [-0.6537, -2.3680, 0.0523], [1.1792, -0.7065, -0.9730], [1.4266, -0.1462, 0.6228], [-0.7574, 0.9936, 0.5915], [-0.8613, -0.2918, -1.9137], [-2.0557, -0.3628, -0.5875], [0.4601, 1.7843, -2.2175], [1.5433, 1.5403, -0.7548], [-0.7601, 3.9197, -1.1422]],
  "smiles": "CNC[C@H](N)CS",
  "charge": 0,
  "e_tot_ev": -18156.131,
  "homo_ev": -8.72,
  "e_lumo_ev": 0.951
}



{
  "formula": "C42H69ClN8O6P2",
  "method": "ωB97M-V/def2-TZVPD",
  "elements": ["C", "C", "O", "C", "C", "O", "C", "C", "C", "C", "C", "N", "C", "C", "C", "C", "C", "O", "C", "C", "Cl", "C", "C", "N", "C", "C", "C", "C", "C", "C", "C", "C", "C", "C", "C", "C", "O", "H", "H", "H", "H", "H", "H", "H", "H", "H", "H", "H", "H", "H", "H", "H", "H", "H", "H", "H", "H", "H", "H", "H", "H", "H", "H", "H", "H", "H", "H", "H", "H", "H", "C", "N", "C", "P", "O", "N", "C", "C", "N", "C", "C", "H", "H", "H", "H", "H", "H", "H", "H", "H", "H", "H", "H", "H", "H", "H", "H", "H", "H", "C", "N", "C", "P", "O", "N", "C", "C", "N", "C", "C", "H", "H", "H", "H", "H", "H", "H", "H", "H", "H", "H", "H", "H", "H", "H", "H", "H", "H"],
  "positions_angstrom": [[1.3644, -0.6613, 1.3669], [0.2149, -0.5108, 2.3788], [0.2632, 0.6985, 3.1249], [-0.2355, 1.8038, 2.3917], [-1.7742, 1.8730, 2.5360], [-2.2208, 3.2149, 2.3189], [-3.4923, 3.4783, 2.8758], [-4.5332, 2.3903, 2.6237], [-5.1366, 1.6347, 3.6360], [-4.7649, 1.8187, 5.1148], [-5.9088, 2.6655, 5.7873], [-7.1009, 1.8746, 6.1128], [-6.0820, 0.6535, 3.3481], [-6.4932, 0.4061, 2.0499], [-5.8993, 1.1413, 1.0453], [-4.9336, 2.0952, 1.3195], [-4.3262, 2.8045, 0.1114], [-4.0778, 3.9906, 0.1037], [-4.0851, 1.8801, -1.0723], [-2.9394, 1.9163, -1.8558], [-1.6786, 3.0822, -1.5526], [-2.8034, 0.9977, -2.8840], [-1.5418, 0.9429, -3.7730], [-0.9365, -0.3804, -3.5961], [-0.5078, -0.6259, -2.2131], [-3.7831, 0.0607, -3.1571], [-4.9387, 0.0038, -2.3862], [-6.0218, -1.0497, -2.6297], [-6.1311, -2.0169, -1.4376], [-5.0105, -2.7327, -1.0349], [-5.1170, -3.5734, 0.0662], [-6.3020, -3.7166, 0.7526], [-7.4370, -3.0163, 0.3536], [-7.3166, -2.1827, -0.7443], [-5.0601, 0.9288, -1.3462], [-6.2645, 0.9276, -0.4106], [-7.4103, 0.8025, -0.7949], [2.3216, -0.8824, 1.8565], [1.4681, 0.2253, 0.7245], [1.1449, -1.5070, 0.6972], [-0.7580, -0.6618, 1.8782], [0.3162, -1.3247, 3.1105], [-0.0120, 1.6752, 1.3197], [0.2278, 2.7360, 2.7350], [-2.2098, 1.2526, 1.7357], [-2.0712, 1.5568, 3.5467], [-3.4557, 3.7375, 3.9464], [-3.8590, 4.3856, 2.3770], [-4.6501, 0.8518, 5.6236], [-3.8278, 2.3775, 5.1933], [-6.2127, 3.4089, 5.0353], [-5.5045, 3.2001, 6.6577], [-6.8857, 0.8923, 6.2254], [-7.7643, 1.9731, 5.3542], [-6.5112, 0.0585, 4.1521], [-7.2289, -0.3638, 1.8212], [-0.8379, 1.7408, -3.4999], [-1.8956, 1.0761, -4.8042], [-0.1566, -0.4977, -4.2320], [-0.5306, 0.2679, -1.5706], [-1.1702, -1.3866, -1.7650], [0.5108, -1.0399, -2.1731], [-3.6796, -0.6638, -3.9648], [-5.7266, -1.6629, -3.4906], [-6.9802, -0.5380, -2.7516], [-4.0739, -2.6268, -1.5844], [-4.2159, -4.1042, 0.3776], [-6.3466, -4.3677, 1.6247], [-8.3724, -3.1146, 0.9004], [-8.1910, -1.6048, -1.0509], [6.9001, -5.3047, 1.5089], [6.1894, -4.0952, 1.8541], [6.8339, -2.9234, 1.2689], [5.2396, -3.7865, 3.2647], [4.1657, -2.9698, 2.5736], [4.1919, -5.1148, 3.6775], [4.0009, -6.2358, 2.7758], [2.8935, -4.6920, 4.1988], [6.4377, -4.4184, 4.3381], [7.6236, -3.5972, 4.5644], [6.4684, -5.6964, 5.0220], [7.7709, -5.5036, 2.1520], [7.2731, -5.2417, 0.4849], [6.2576, -6.1811, 1.5137], [7.7885, -2.6937, 1.7623], [6.1928, -2.0445, 1.3531], [7.0233, -3.0683, 0.2028], [3.7494, -5.9110, 1.7567], [3.1976, -6.8844, 3.1310], [4.8821, -6.8793, 2.7501], [2.2001, -4.4101, 3.3974], [3.0004, -3.8364, 4.8671], [2.4371, -5.5000, 4.7771], [8.4785, -3.9614, 3.9831], [7.9074, -3.5810, 5.6191], [7.4387, -2.5604, 4.2784], [6.7508, -6.5041, 4.3406], [5.5203, -5.9404, 5.4923], [7.2017, -5.6853, 5.8337], [4.3404, 3.1491, -3.3512], [3.5405, 2.4097, -4.3008], [4.0713, 1.0642, -4.4978], [2.6034, 3.0330, -5.6120], [1.4479, 2.0564, -5.4730], [1.6771, 4.4424, -5.1850], [1.5542, 4.8708, -3.8042], [0.3628, 4.4933, -5.8230], [3.8766, 4.0594, -6.1707], [4.9977, 3.4157, -6.8491], [4.0285, 5.4931, -6.0154], [5.2399, 3.6046, -3.7924], [4.6818, 2.4879, -2.5526], [3.7725, 3.9237, -2.8427], [5.0155, 1.0761, -5.0597], [3.3621, 0.4430, -5.0471], [4.2459, 0.5650, -3.5418], [1.2517, 4.0426, -3.1480], [0.8141, 5.6672, -3.7053], [2.4817, 5.3150, -3.4381], [-0.3720, 3.8671, -5.3025], [0.4182, 4.1564, -6.8593], [-0.0117, 5.5202, -5.8355], [5.8638, 3.3177, -6.1843], [5.3069, 3.9739, -7.7357], [4.7224, 2.4173, -7.1932], [4.3573, 5.7495, -5.0043], [3.1159, 6.0360, -6.2433], [4.7796, 5.8818, -6.7094]],
  "smiles": "CCOCCOCc1c(CCN)ccc2c1C(=O)c1c(Cl)c(CNC)cc(Cc3ccccc3)c1C2=O.CN(C)P(=O)(N(C)C)N(C)C.CN(C)P(=O)(N(C)C)N(C)C",
  "charge": 0,
  "e_tot_ev": -99974.595,
  "homo_ev": -8.13,
  "e_lumo_ev": -0.270
}



{
  "formula": "C15H23CrF5N5O4",
  "method": "ωB97M-V/def2-TZVPD",
  "elements": ["Cr", "C", "N", "C", "C", "O", "C", "O", "C", "C", "O", "N", "C", "C", "H", "H", "H", "H", "H", "H", "H", "H", "H", "H", "H", "H", "H", "H", "H", "H", "F", "C", "F", "C", "F", "F", "F", "C", "N", "C", "C", "C", "N", "C", "O", "N", "H", "H", "H", "H", "H", "H", "H"],
  "positions_angstrom": [[0.0199, 0.1796, 2.2047], [-3.6663, 3.0912, -0.0836], [-3.3101, 2.0432, 0.8723], [-4.4107, 1.3010, 1.5031], [-2.0847, 1.7042, 1.1694], [-1.8471, 0.7874, 2.0091], [-0.9077, 2.4142, 0.5074], [0.2476, 1.7466, 1.0139], [1.5526, 2.1062, 0.5643], [2.4782, 1.0732, 1.1950], [1.9842, 0.2329, 2.0013], [3.7451, 1.0900, 0.8762], [4.2916, 2.0726, -0.0656], [4.6691, 0.0819, 1.4069], [-4.3471, 3.7925, 0.3949], [-2.7912, 3.6394, -0.4187], [-4.1595, 2.6462, -0.9468], [-4.3749, 1.4247, 2.5833], [-5.3474, 1.6941, 1.1214], [-4.3312, 0.2431, 1.2615], [-0.9474, 2.3109, -0.5782], [-0.8774, 3.4698, 0.7865], [1.5989, 2.0655, -0.5259], [1.8020, 3.1127, 0.9093], [4.0048, 1.8298, -1.0893], [3.9708, 3.0819, 0.1864], [5.3745, 2.0411, 0.0037], [4.1121, -0.6761, 1.9448], [5.1995, -0.3755, 0.5738], [5.3854, 0.5608, 2.0728], [-0.9838, -0.3562, -0.4190], [-0.3185, -1.0642, 0.5583], [-1.1726, -2.0811, 0.9349], [0.8580, -1.7453, -0.1420], [1.5543, -2.4562, 0.7597], [0.4897, -2.5503, -1.1230], [1.6789, -0.8051, -0.6598], [0.2834, 0.9745, 6.8760], [0.0716, -0.1951, 6.0103], [-0.0478, -1.4595, 6.5176], [-0.2132, -2.5371, 5.7259], [-0.2675, -2.3375, 4.3130], [-0.1354, -1.0910, 3.8326], [0.0394, -0.0332, 4.6662], [0.1691, 1.0806, 4.1022], [-0.4432, -3.3422, 3.4760], [-0.0978, 0.7441, 7.8663], [-0.2564, 1.8210, 6.4640], [1.3437, 1.2122, 6.9315], [-0.0062, -1.5359, 7.5952], [-0.3140, -3.5235, 6.1511], [-0.5480, -4.2816, 3.8218], [-0.5395, -3.1784, 2.4842]],
  "multiplicity": 4,
  "s_squared": 3.787,
  "charge": 2,
  "e_tot_ev": -73567.610,
  "homo_ev": [-15.34, -15.36],
  "e_lumo_ev": [-5.437, -5.720]
}